(1)
Formula: C9H8N4O
Source: the OMol25 dataset
Level of theory: wB97M-V/def2-TZVPD

Bonds (Å) are listed after each position.
Atoms and positions in Å:
1 H -0.00349 -3.23832 1.54494  N2 0.934
2 N -0.71037 -2.65809 1.35319  H1 0.934, C3 1.241
3 C -0.37276 -1.55361 0.89958  N2 1.241, O4 1.318, C13 1.533
4 O 0.81101 -1.11844 0.51741  C3 1.318, C5 1.431
5 C 0.78680 0.10471 -0.22560  O4 1.431, C6 1.495, C7 1.536, C8 1.652
6 C 0.60320 -0.21867 -1.67380  C5 1.495, H16 1.240, H17 1.055, H18 1.079
7 C 2.16288 0.72327 0.06365  C5 1.536, H19 1.109, H20 1.092, H21 1.153
8 C -0.48684 0.97364 0.36757  C5 1.652, C9 1.446, C11 1.422, C13 1.876
9 C -0.32402 1.70846 1.60273  C8 1.446, N10 1.147
10 N -0.13181 2.29219 2.57160  C9 1.147
11 C -1.22659 1.66112 -0.63398  C8 1.422, N12 1.160
12 N -1.74613 2.27561 -1.46932  C11 1.160
13 C -1.51568 -0.53807 0.78654  C3 1.533, C8 1.876, C14 1.441, H22 1.043
14 C -2.39869 -0.74230 -0.33328  C13 1.441, N15 1.139
15 N -3.15541 -1.00405 -1.14320  C14 1.139
16 H 1.66938 -0.83816 -1.80098  C6 1.240
17 H 0.63497 0.70984 -2.17274  C6 1.055
18 H -0.13658 -0.88885 -2.08384  C6 1.079
19 H 3.02012 0.21392 -0.42251  C7 1.109
20 H 2.29743 0.88455 1.13538  C7 1.092
21 H 2.34146 1.70335 -0.51608  C7 1.153
22 H -2.11887 -0.45210 1.63272  C13 1.043

Output
HOMO level ... -11.0 eV
Gap between HOMO and LUMO ... 10.7 eV
ΔE to the lowest compared entry with this formula, charge and spin ... 296.5 kJ/mol

***

(2)
Formula: C2H4N3OP
Source: the OMol25 dataset
Level of theory: wB97M-V/def2-TZVPD

Bonds (Å) are listed after each position.
Atoms and positions in Å:
1 C 0.93408 -1.11301 0.25457  C2 1.397, N3 1.311, H8 1.013
2 C -0.10279 -0.17728 0.29579  C1 1.397, N4 1.326, P7 1.810
3 N 2.05316 -0.48238 -0.00800  C1 1.311, N5 1.278
4 N 0.41903 1.02968 0.12241  C2 1.326, N5 1.370
5 N 1.75475 0.75980 -0.01435  N3 1.278, N4 1.370, H9 1.013
6 O -2.52480 0.73067 -0.32338  P7 1.589, H10 1.030
7 P -1.87584 -0.52287 0.40542  C2 1.810, O6 1.589, H11 1.400
8 H 0.85149 -2.04854 0.63357  C1 1.013
9 H 2.48050 1.33748 -0.42261  N5 1.013
10 H -2.27661 1.71556 -0.15124  O6 1.030
11 H -1.71297 -1.22912 -0.79218  P7 1.400

Output
Spin multiplicity ... 3
HOMO level (alpha / beta) ... -4.8 / -9.3 eV
Gap between HOMO and LUMO (alpha / beta) ... 5.4 / 6.1 eV
ΔE to the lowest compared entry with this formula, charge and spin ... 151.9 kJ/mol

***

(3)
Formula: C42H76N4O58S14
Source: the OMol25 dataset
Level of theory: wB97M-V/def2-TZVPD

Bonds (Å) are listed after each position.
Atoms and positions in Å:
1 O 7.70607 0.78947 0.13752  C2 1.206
2 C 7.96529 0.65986 1.30847  O1 1.206, N3 1.332, C4 1.495
3 N 7.75061 -0.48730 1.95039  C2 1.332, H5 1.010, H6 1.010
4 C 8.38455 1.86475 2.08847  C2 1.495, H7 1.090, H8 1.090, H9 1.090
5 H 7.41991 -1.30077 1.45139  N3 1.010
6 H 7.55944 -0.42459 2.94015  N3 1.010
7 H 9.19056 1.40278 2.65859  C4 1.090
8 H 7.52533 2.12244 2.70770  C4 1.090
9 H 8.84128 2.63396 1.46572  C4 1.090
10 O 6.83906 4.03552 0.61055  C11 1.213
11 C 5.73611 3.80046 0.16299  O10 1.213, N12 1.332, C13 1.492
12 N 4.73027 4.00228 1.01183  C11 1.332, H14 1.010, H15 1.010
13 C 5.61276 3.39044 -1.26580  C11 1.492, H16 1.090, H17 1.090, H18 1.090
14 H 5.01024 4.53735 1.82141  N12 1.010
15 H 3.80455 4.01257 0.60806  N12 1.010
16 H 5.41614 4.17637 -1.99500  C13 1.090
17 H 4.95728 2.54453 -1.47287  C13 1.090
18 H 6.59484 3.12844 -1.65946  C13 1.090
19 N -1.48960 -0.78646 -7.49222  C20 1.382, C24 1.393
20 C -0.66312 -1.50200 -6.64674  N19 1.382, C21 1.402, H25 1.080
21 C 0.34957 -2.36166 -7.09588  C20 1.402, C22 1.423, H26 1.080
22 C 0.44534 -2.49795 -8.50867  C21 1.423, C23 1.384, H27 1.080
23 C -0.31594 -1.75942 -9.39770  C22 1.384, C24 1.357, H28 1.080
24 C -1.28547 -0.98045 -8.85607  N19 1.393, C23 1.357, H29 1.080
25 H -0.91335 -1.29759 -5.61620  C20 1.080
26 H 0.87973 -3.06259 -6.46817  C21 1.080
27 H 1.16306 -3.11511 -9.02866  C22 1.080
28 H -0.08627 -1.80636 -10.45195  C23 1.080
29 H -1.94142 -0.47952 -9.55263  C24 1.080
30 N 1.11908 2.80402 4.56313  C31 1.369, C35 1.308
31 C 1.59265 4.06290 4.81991  N30 1.369, C32 1.391, H36 1.080
32 C 2.86587 4.55180 4.54731  C31 1.391, C33 1.412, H37 1.080
33 C 3.67192 3.56447 3.93971  C32 1.412, C34 1.399, H38 1.080
34 C 3.17707 2.35533 3.43832  C33 1.399, C35 1.437, H39 1.080
35 C 1.89567 1.95137 3.94706  N30 1.308, C34 1.437, H40 1.080
36 H 0.86060 4.81003 5.08881  C31 1.080
37 H 3.18579 5.58331 4.54002  C32 1.080
38 H 4.68068 3.87913 3.71656  C33 1.080
39 H 3.83253 1.67098 2.92020  C34 1.080
40 H 1.44874 1.03309 3.59575  C35 1.080
41 C -6.17429 -0.76293 -4.77668  C42 1.580, O47 1.405, H48 1.090, H49 1.090
42 C -4.69963 -1.32092 -4.67892  C41 1.580, O43 1.396, H50 1.090, H51 1.090
43 O -4.73384 -2.65669 -5.08276  C42 1.396, S44 1.654
44 S -6.19899 -3.12338 -5.69243  O43 1.654, O45 1.453, O46 1.462, O47 1.684
45 O -6.47842 -4.48790 -5.27695  S44 1.453
46 O -6.17002 -2.93047 -7.14087  S44 1.462
47 O -7.00468 -1.89157 -4.87416  C41 1.405, S44 1.684
48 H -6.32244 -0.08428 -5.61667  C41 1.090
49 H -6.34173 -0.15780 -3.88568  C41 1.090
50 H -4.29632 -1.19176 -3.67455  C42 1.090
51 H -4.05735 -0.91063 -5.45818  C42 1.090
52 C 4.74034 -1.29676 -0.12538  C53 1.574, O58 1.423, H59 1.090, H60 1.090
53 C 6.01184 -1.89310 -0.83586  C52 1.574, O54 1.456, H61 1.090, H62 1.090
54 O 5.80876 -3.24986 -0.34807  C53 1.456, S55 1.652
55 S 5.27936 -3.33779 1.21409  O54 1.652, O56 1.493, O57 1.502, O58 1.642
56 O 6.43548 -3.21443 2.14996  S55 1.493
57 O 4.37185 -4.52940 1.32459  S55 1.502
58 O 4.47122 -1.91130 1.12976  C52 1.423, S55 1.642
59 H 3.94986 -1.36485 -0.87279  C52 1.090
60 H 4.95812 -0.23716 0.00847  C52 1.090
61 H 6.92235 -1.30450 -0.72343  C53 1.090
62 H 5.86685 -1.86310 -1.91576  C53 1.090
63 C 1.04050 1.86232 -6.48761  C64 1.560, O69 1.432, H70 1.090, H71 1.090
64 C 2.14700 1.34748 -7.45952  C63 1.560, O65 1.468, H72 1.090, H73 1.090
65 O 3.33952 1.22408 -6.61184  C64 1.468, S66 1.682
66 S 3.04073 1.03202 -4.96814  O65 1.682, O67 1.441, O68 1.453, O69 1.608
67 O 3.55980 2.12149 -4.17991  S66 1.441
68 O 3.45295 -0.31188 -4.60158  S66 1.453
69 O 1.47524 1.18656 -5.30270  C63 1.432, S66 1.608
70 H 0.09165 1.47889 -6.86280  C63 1.090
71 H 0.88902 2.94159 -6.50555  C63 1.090
72 H 2.57723 1.91451 -8.28504  C64 1.090
73 H 1.90592 0.39885 -7.93918  C64 1.090
74 C -2.15080 3.44487 -4.23149  C75 1.547, O80 1.462, H81 1.090, H82 1.090
75 C -0.77795 3.57552 -3.53081  C74 1.547, O76 1.410, H83 1.090, H84 1.090
76 O -1.14117 3.15996 -2.23327  C75 1.410, S77 1.642
77 S -1.91081 1.71061 -2.29088  O76 1.642, O78 1.467, O79 1.438, O80 1.651
78 O -2.89527 1.53028 -1.21846  S77 1.467
79 O -1.04306 0.63431 -2.68495  S77 1.438
80 O -2.68642 2.20945 -3.66079  C74 1.462, S77 1.651
81 H -1.95461 3.33932 -5.29848  C74 1.090
82 H -2.78427 4.31339 -4.05120  C74 1.090
83 H -0.57065 4.64537 -3.50723  C75 1.090
84 H 0.05921 2.93768 -3.81437  C75 1.090
85 C -7.51997 0.32631 2.17042  C86 1.581, O91 1.492, H92 1.090, H93 1.090
86 C -8.54947 -0.34968 1.17918  C85 1.581, O87 1.403, H94 1.090, H95 1.090
87 O -8.41528 0.30348 -0.05574  C86 1.403, S88 1.639
88 S -6.80923 0.50547 -0.31019  O87 1.639, O89 1.441, O90 1.486, O91 1.678
89 O -6.67241 1.56006 -1.28285  S88 1.441
90 O -6.19030 -0.82980 -0.51815  S88 1.486
91 O -6.54152 1.00231 1.26986  C85 1.492, S88 1.678
92 H -7.08918 -0.34166 2.91631  C85 1.090
93 H -7.91737 1.17749 2.72327  C85 1.090
94 H -9.57990 -0.34082 1.53450  C86 1.090
95 H -8.29115 -1.40851 1.19439  C86 1.090
96 C 1.26195 -6.32649 1.40645  C97 1.596, O102 1.428, H103 1.090, H104 1.090
97 C -0.22507 -6.19019 1.96846  C96 1.596, O98 1.419, H105 1.090, H106 1.090
98 O -0.20638 -5.47677 3.19544  C97 1.419, S99 1.642
99 S 1.29865 -5.31835 3.83173  O98 1.642, O100 1.483, O101 1.424, O102 1.733
100 O 1.40831 -5.77714 5.23814  S99 1.483
101 O 1.80522 -4.01653 3.55653  S99 1.424
102 O 1.86946 -6.48812 2.68822  C96 1.428, S99 1.733
103 H 1.72228 -5.39029 1.09066  C96 1.090
104 H 1.49112 -7.08818 0.66119  C96 1.090
105 H -0.73204 -7.15394 2.01599  C97 1.090
106 H -0.94879 -5.66799 1.34266  C97 1.090
107 C 1.27640 -3.27662 -3.37462  C108 1.511, O113 1.348, H114 1.090, H115 1.090
108 C 0.86877 -4.69653 -3.69217  C107 1.511, O109 1.429, H116 1.090, H117 1.090
109 O -0.55467 -4.76133 -3.58210  C108 1.429, S110 1.691
110 S -1.16780 -3.44038 -2.72275  O109 1.691, O111 1.457, O112 1.513, O113 1.734
111 O -1.17644 -3.82507 -1.31719  S110 1.457
112 O -2.40787 -2.91474 -3.41243  S110 1.513
113 O 0.20187 -2.48419 -3.18833  C107 1.348, S110 1.734
114 H 1.88546 -2.76775 -4.12174  C107 1.090
115 H 1.95418 -3.28465 -2.52102  C107 1.090
116 H 1.38509 -5.39797 -3.03682  C108 1.090
117 H 1.21823 -4.85224 -4.71282  C108 1.090
118 C 4.99978 -0.22780 7.32910  C119 1.549, O124 1.436, H125 1.090, H126 1.090
119 C 5.56883 0.96991 6.52933  C118 1.549, O120 1.433, H127 1.090, H128 1.090
120 O 6.31388 0.51552 5.39236  C119 1.433, S121 1.672
121 S 5.88875 -1.06587 5.05218  O120 1.672, O122 1.472, O123 1.506, O124 1.664
122 O 7.09981 -1.78945 4.63241  S121 1.472
123 O 4.64621 -1.09990 4.20189  S121 1.506
124 O 5.46523 -1.39223 6.62845  C118 1.436, S121 1.664
125 H 3.91145 -0.20270 7.38415  C118 1.090
126 H 5.49676 -0.11326 8.29242  C118 1.090
127 H 6.21603 1.63150 7.10513  C119 1.090
128 H 4.72987 1.58756 6.20878  C119 1.090
129 C -4.65502 4.39929 -0.20466  C130 1.537, O135 1.427, H136 1.090, H137 1.090
130 C -4.10931 5.02499 -1.49847  C129 1.537, O131 1.397, H138 1.090, H139 1.090
131 O -5.05783 5.94731 -1.94828  C130 1.397, S132 1.680
132 S -6.56144 5.69941 -1.24154  O131 1.680, O133 1.470, O134 1.461, O135 1.608
133 O -7.37277 4.69297 -1.94040  S132 1.470
134 O -7.04371 7.06509 -1.05289  S132 1.461
135 O -5.85067 5.12400 0.08066  C129 1.427, S132 1.608
136 H -4.00751 4.37893 0.67194  C129 1.090
137 H -5.02183 3.40603 -0.46345  C129 1.090
138 H -3.88565 4.38011 -2.34830  C130 1.090
139 H -3.19782 5.59581 -1.32116  C130 1.090
140 C 0.83697 -1.24006 6.65603  C141 1.499, O146 1.514, H147 1.090, H148 1.090
141 C 1.28031 -2.67064 6.72121  C140 1.499, O142 1.387, H149 1.090, H150 1.090
142 O 1.32278 -2.94630 8.07939  C141 1.387, S143 1.673
143 S 1.78330 -1.65958 9.04435  O142 1.673, O144 1.482, O145 1.454, O146 1.647
144 O 3.23402 -1.70770 9.34574  S143 1.482
145 O 0.90808 -1.37382 10.16917  S143 1.454
146 O 1.45422 -0.56242 7.86063  C140 1.514, S143 1.647
147 H -0.23341 -1.03640 6.62557  C140 1.090
148 H 1.27023 -0.65826 5.84246  C140 1.090
149 H 2.31875 -2.81948 6.42525  C141 1.090
150 H 0.60178 -3.43316 6.33877  C141 1.090
151 C -0.65427 0.13532 0.80037  C152 1.607, O157 1.464, H158 1.090, H159 1.090
152 C 0.16691 -1.23972 0.93763  C151 1.607, O153 1.388, H160 1.090, H161 1.090
153 O 1.49244 -0.91794 0.68001  C152 1.388, S154 1.683
154 S 1.64637 0.44434 -0.29602  O153 1.683, O155 1.473, O156 1.485, O157 1.677
155 O 1.52381 -0.01060 -1.69157  S154 1.473
156 O 2.87352 1.20512 0.05147  S154 1.485
157 O 0.23377 1.16211 0.25303  C151 1.464, S154 1.677
158 H -0.91806 0.58008 1.75991  C151 1.090
159 H -1.56470 0.04688 0.20759  C151 1.090
160 H -0.14805 -1.93541 0.15987  C152 1.090
161 H 0.01441 -1.52604 1.97824  C152 1.090
162 C -2.80895 2.03643 4.68724  C163 1.558, O168 1.420, H169 1.090, H170 1.090
163 C -4.06747 2.29281 3.80495  C162 1.558, O164 1.478, H171 1.090, H172 1.090
164 O -4.33644 0.92753 3.30561  C163 1.478, S165 1.720
165 S -3.83622 -0.31130 4.38916  O164 1.720, O166 1.447, O167 1.456, O168 1.659
166 O -3.37861 -1.48421 3.67674  S165 1.447
167 O -4.63933 -0.39581 5.60109  S165 1.456
168 O -2.50998 0.64880 4.65824  C162 1.420, S165 1.659
169 H -2.87869 2.13633 5.77041  C162 1.090
170 H -1.99035 2.66528 4.33718  C162 1.090
171 H -3.74018 2.94803 2.99768  C163 1.090
172 H -4.94183 2.69104 4.31974  C163 1.090
173 C -0.72204 5.54789 0.44860  C174 1.536, O179 1.408, H180 1.090, H181 1.090
174 C -0.32488 4.19900 1.06636  C173 1.536, O175 1.445, H182 1.090, H183 1.090
175 O 1.11813 4.13759 1.02329  C174 1.445, S176 1.620
176 S 1.76664 5.11942 -0.08948  O175 1.620, O177 1.495, O178 1.464, O179 1.693
177 O 2.47945 4.24485 -1.06981  S176 1.495
178 O 2.35966 6.31658 0.50799  S176 1.464
179 O 0.20202 5.49862 -0.61289  C173 1.408, S176 1.693
180 H -0.39544 6.37352 1.08086  C173 1.090
181 H -1.74553 5.50872 0.07574  C173 1.090
182 H -0.74633 3.42854 0.42071  C174 1.090
183 H -0.69389 3.81932 2.01913  C174 1.090
184 C -5.53332 -4.00041 -1.21191  C185 1.556, O190 1.359, H191 1.090, H192 1.090
185 C -5.04887 -5.39370 -1.70850  C184 1.556, O186 1.418, H193 1.090, H194 1.090
186 O -5.60999 -6.34830 -0.82301  C185 1.418, S187 1.566
187 S -6.69974 -5.79466 0.15652  O186 1.566, O188 1.408, O189 1.478, O190 1.633
188 O -6.24130 -5.98582 1.47412  S187 1.408
189 O -8.04576 -6.35785 -0.08051  S187 1.478
190 O -6.49383 -4.23474 -0.27993  C184 1.359, S187 1.633
191 H -5.86226 -3.30881 -1.98754  C184 1.090
192 H -4.64311 -3.64465 -0.69319  C184 1.090
193 H -3.97043 -5.55140 -1.72273  C185 1.090
194 H -5.20851 -5.58331 -2.76994  C185 1.090

Output
HOMO level ... -9.0 eV
Gap between HOMO and LUMO ... 8.5 eV

***

no.,total energy (hartree)
1,-641.9030
2,-659.2411
3,-11802.8371